[1]
2 unconnected molecules or ions with the total composition C12H14NOS2 at a distorted geometry, computed with wB97M-V/def2-TZVPD.

The net charge is -1. For the frontier orbital gap, the calculation gives 5.2 eV. The value obtained for the LUMO energy is 2.1798 eV.

Each line ends with the Mulliken charge.
Element x y z (Å)
C1 -2.5870 2.0277 3.6716  -1.01
N1 -1.7363 0.8520 3.6732  0.11
C2 -2.3853 -0.4436 3.6138  -0.97
C3 -0.3972 0.9555 3.9927  0.06
S1 0.2488 2.4823 4.2791  -0.51
S2 0.5355 -0.4410 4.0452  -0.52
H1 -2.0636 2.8656 3.1947  0.31
H2 -3.4880 1.7718 3.1073  0.34
H3 -2.8790 2.3499 4.6805  0.29
H4 -1.7208 -1.1693 3.1288  0.30
H5 -2.6493 -0.8410 4.6038  0.29
H6 -3.3025 -0.3191 3.0313  0.32
C4 2.3789 -2.0561 -4.7183  -0.32
C5 3.0909 -1.3374 -3.7465  -0.60
C6 2.3957 -0.6644 -2.7345  -0.35
C7 0.9946 -0.7105 -2.6728  0.45
C8 0.2041 0.0644 -1.6424  0.55
C9 0.8787 0.4707 -0.3901  -0.16
C10 0.3918 1.5029 0.3145  -0.80
O1 -0.9688 0.3769 -1.8614  -0.61
C11 0.2922 -1.4177 -3.6623  -0.36
C12 0.9741 -2.0943 -4.6726  -0.42
H7 2.9104 -2.5863 -5.5091  0.35
H8 4.1827 -1.3001 -3.7698  0.36
H9 2.9303 -0.0849 -1.9799  0.34
H10 1.7777 -0.0819 -0.1126  0.34
H11 0.8473 1.8345 1.2475  0.24
H12 -0.4603 2.0653 -0.0644  0.24
H13 -0.7975 -1.4229 -3.6284  0.38
H14 0.4018 -2.6492 -5.4186  0.35

***

[2]
A molecular structure, C12H15BCl2N6O2Pb at a distorted geometry, computed with wB97M-V/def2-TZVPD.

For the frontier orbital gap, the calculation gives 8.0 eV. The value obtained for the LUMO energy is -0.5741 eV.

Each line ends with the Mulliken charge.
Element x y z (Å)
H1 -2.2735 0.2497 -2.5084  0.21
N1 -0.3917 0.5748 -1.5487  -0.36
B1 1.8594 1.6293 -0.7990  0.22
N2 0.6319 1.4824 -1.7600  0.12
C1 0.3055 2.2775 -2.8094  -0.20
Pb1 -1.9536 -0.5400 0.3370  1.45
H2 0.9713 3.0550 -3.1423  0.44
C2 -0.9601 1.8844 -3.2742  -1.10
H3 -1.5234 2.3326 -4.0696  0.39
C3 -1.3409 0.8192 -2.4716  0.23
H4 2.4776 2.6140 -1.0761  -0.16
C4 -0.2834 -2.5350 1.9395  -1.23
H5 -1.1030 -3.0699 2.4725  0.57
H6 0.0429 -1.7608 2.6740  0.35
H7 0.9107 -2.5713 1.7688  0.04
N3 2.8486 0.4006 -0.8733  0.25
N4 1.2178 1.7952 0.6342  -0.10
N5 2.2418 -0.7723 -0.4708  -0.45
N6 0.2186 0.9472 1.0790  -0.03
C5 4.1458 0.1323 -1.2096  -0.30
C6 1.4139 2.7676 1.5597  -0.21
H8 4.8332 0.8986 -1.5574  0.44
H9 2.1338 3.5656 1.3877  0.43
C7 4.3722 -1.2209 -1.0121  -0.82
C8 0.5690 2.5206 2.6307  -1.18
C9 3.1537 -1.7399 -0.5536  -0.14
C10 -0.1423 1.3792 2.3033  -0.07
H10 5.2868 -1.8028 -1.1599  0.35
H11 0.4784 3.0986 3.5439  0.38
H12 2.8999 -2.7562 -0.2809  0.37
H13 -0.9101 0.8731 2.8857  0.48
H14 0.1667 -3.3412 1.3162  0.36
Cl1 -3.9427 -1.8077 -1.3648  -0.19
C11 -4.5994 -2.4038 0.2703  -0.12
Cl2 -3.4998 -3.5371 1.0325  -0.09
C12 -4.8703 -1.1437 1.1429  0.57
O1 -6.0365 -0.8529 1.2987  -0.56
O2 -3.8142 -0.5294 1.6128  -0.70
H15 -5.5344 -2.9126 0.0521  0.37

***

[3]
A gas-phase ion, C12H15ClN (charge +1) at a distorted geometry, computed with wB97M-V/def2-TZVPD.

The expectation value of S² is 2.0072. The multiplicity is 3. The net charge is +1. For the frontier orbital gap (alpha / beta), the calculation gives 6.6 / 7.7 eV. The value obtained for the LUMO energy (alpha / beta) is -5.1985 / -5.2798 eV.

Each line ends with the Mulliken spin population.
Element x y z (Å)
C1 -4.1221 1.4089 -0.3506  0.00
C2 -3.9325 0.7293 0.8854  0.00
C3 -2.9862 1.4538 -1.1829  0.00
C4 -2.7234 0.1232 1.2149  0.00
C5 -1.7679 0.9855 -0.8464  0.00
C6 -1.5941 0.2357 0.3831  0.01
C7 -0.3922 -0.3419 0.7693  -0.01
C8 2.5685 1.4549 -0.1899  1.56
C9 1.5834 0.7387 0.7194  0.07
C10 2.1860 -2.0405 0.8900  0.00
C11 2.4634 -1.1024 -1.4056  0.07
C12 1.4916 -1.4565 -0.3336  -0.01
N1 0.7567 -0.1625 -0.1036  0.00
Cl1 3.4301 2.6823 0.4840  0.25
H1 -5.0352 2.0588 -0.6824  0.00
H2 -4.8699 0.7705 1.4964  0.00
H3 -3.1003 2.0690 -2.0251  0.00
H4 -2.7209 -0.5926 2.1556  0.00
H5 -0.9550 1.2031 -1.4342  0.02
H6 2.0262 0.2209 1.5118  0.03
H7 0.9126 1.4959 1.1617  0.02
H8 2.2642 -3.1904 0.7619  0.00
H9 3.1582 -1.6910 0.9588  0.00
H10 1.5284 -2.0123 1.8272  0.00
H11 3.1469 -1.9850 -1.6203  0.01
H12 3.2581 -0.4422 -1.0945  -0.01
H13 2.1434 -0.7099 -2.2920  0.00
H14 0.5362 -2.1004 -0.6606  0.00
H15 0.7459 0.1968 -0.9977  -0.02

***

[4]
3 unconnected molecules or ions with the total composition C12H15ClNO7P at a distorted geometry, computed with wB97M-V/def2-TZVPD.

The SMILES is N=[PH2]C1=C(Cl)C(=O)OC1=O.O=C1CCCO1.O=C1CCCO1. For the frontier orbital gap, the calculation gives 7.6 eV. The value obtained for the LUMO energy is -1.2017 eV.

Each line ends with the Mulliken charge.
Element x y z (Å)
N1 3.5363 1.6671 4.6603  -0.79
P1 2.6326 1.8491 3.3570  0.68
C1 0.8947 1.9569 3.9028  -0.45
C2 0.0184 1.0328 4.2543  0.60
Cl1 0.3115 -0.6599 4.2555  -0.15
C3 -1.2541 1.7953 4.6570  0.39
O1 -2.3501 1.4875 4.6634  -0.40
O2 -0.7694 3.0490 5.0218  -0.28
C4 0.1746 3.3020 4.0382  0.43
O3 0.3471 4.2533 3.4284  -0.41
H1 2.9080 1.6252 5.4612  0.25
H2 3.0453 3.0660 2.7544  0.09
H3 2.8940 0.7408 2.5181  0.07
O4 1.9140 0.3530 -1.8387  -0.60
C5 0.9934 0.7304 -1.1754  0.37
C6 -0.4749 0.5916 -1.5031  0.04
C7 -1.1187 1.5756 -0.5343  -0.78
C8 -0.1421 1.5627 0.6284  0.08
O5 1.1491 1.3286 0.0400  -0.34
H4 -0.7822 -0.4323 -1.3081  0.06
H5 -0.6690 0.8548 -2.5384  0.29
H6 -2.1346 1.3103 -0.2458  0.36
H7 -1.1469 2.5703 -0.9838  0.31
H8 -0.3520 0.7560 1.3369  0.02
H9 -0.1293 2.5109 1.1660  0.21
O6 -2.8067 -1.6236 -3.4050  -0.57
C9 -1.8217 -2.2863 -3.5528  0.43
C10 -1.6738 -3.5059 -4.4376  -0.43
C11 -0.3820 -4.1271 -3.9189  -0.52
C12 0.3763 -2.9120 -3.4113  -0.46
O7 -0.6383 -2.0006 -2.9520  -0.24
H10 -1.5830 -3.1796 -5.4748  0.26
H11 -2.5238 -4.1732 -4.3231  0.29
H12 0.1682 -4.6946 -4.6676  0.33
H13 -0.6066 -4.7979 -3.0872  0.27
H14 0.9521 -2.4209 -4.1982  0.27
H15 1.0438 -3.1549 -2.5875  0.32

***

[5]
A single C12H15F molecule at a distorted geometry, computed with wB97M-V/def2-TZVPD.

The SMILES is C[C@H]1c2ccccc2C(C)(C)[C@H]1F. The calculation puts the energy relative to the best compared isomer or geometry (same formula, charge and spin) at 0.0 kcal/mol. For the frontier orbital gap, the calculation gives 9.6 eV. The value obtained for the LUMO energy is 0.8759 eV.

Each line ends with the Mulliken charge.
Element x y z (Å)
C1 -0.8375 2.6222 0.5253  -1.32
C2 -0.5572 1.6463 -0.6719  0.33
C3 0.7692 0.9090 -0.4994  -0.06
C4 1.9714 1.5551 -0.3004  -0.57
C5 3.1065 0.8436 -0.0538  -0.48
C6 3.0316 -0.5730 0.1911  -0.80
C7 1.7842 -1.1789 0.1654  -0.13
C8 0.6464 -0.4538 -0.1646  -0.15
C9 -0.7021 -0.9512 -0.2044  1.37
C10 -1.1364 -1.4709 1.2265  -1.50
C11 -0.8577 -2.0026 -1.2687  -1.48
C12 -1.6192 0.4902 -0.7524  -0.19
F1 -2.7132 0.6692 0.0539  -0.35
H1 -1.8383 2.9507 0.4401  0.44
H2 -0.1699 3.5769 0.4855  0.33
H3 -0.5547 2.2301 1.5409  0.30
H4 -0.4474 2.1416 -1.6821  0.37
H5 2.1068 2.6411 -0.5582  0.30
H6 4.0957 1.3817 -0.2421  0.27
H7 3.8261 -1.2027 0.4655  0.44
H8 1.7756 -2.2562 0.4905  0.28
H9 -2.0816 -1.9883 1.2268  0.43
H10 -1.2641 -0.6002 1.7877  0.40
H11 -0.3659 -2.1776 1.6159  0.31
H12 -1.9314 -2.3219 -1.0240  0.39
H13 -0.4308 -2.9516 -1.1735  0.42
H14 -0.8530 -1.7888 -2.4180  0.31
H15 -2.0984 0.1518 -1.7050  0.33

***

[6]
3 unconnected molecules or ions with the total composition C12H15F9O6 at a distorted geometry, computed with wB97M-V/def2-TZVPD.

The SMILES is CCOC(=O)C(F)(F)F.CCOC(=O)C(F)(F)F.CCOC(=O)C(F)(F)F. The calculation puts the energy relative to the best compared isomer or geometry (same formula, charge and spin) at 20.4 kcal/mol. For the frontier orbital gap, the calculation gives 11.8 eV. The value obtained for the LUMO energy is 0.6934 eV.

Each line ends with the Mulliken charge.
Element x y z (Å)
C1 -11.6860 -1.8315 -9.1535  -1.04
C2 -10.2290 -2.1721 -9.5505  -0.20
O1 -10.2067 -3.6004 -9.7472  -0.32
C3 -10.1587 -4.4154 -8.7095  0.55
O2 -10.2788 -4.1112 -7.5519  -0.56
C4 -9.9779 -5.9263 -9.1282  0.69
F1 -9.0021 -6.5604 -8.4981  -0.09
F2 -11.1700 -6.4735 -8.8679  -0.27
F3 -9.7932 -6.0299 -10.4538  -0.28
H1 -12.3603 -2.3191 -9.8567  0.32
H2 -11.7955 -0.7528 -9.0606  0.38
H3 -11.9590 -2.3263 -8.2212  0.29
H4 -9.4037 -1.7929 -8.9505  0.24
H5 -10.0388 -1.8270 -10.5665  0.30
C5 -6.0787 -8.6398 -9.2390  -1.09
C6 -5.8722 -8.1571 -7.7995  -0.05
O3 -7.0785 -8.1941 -7.0920  -0.19
C7 -7.2630 -7.6802 -5.8233  0.35
O4 -6.4052 -7.1156 -5.2083  -0.53
C8 -8.6734 -7.8799 -5.3054  0.83
F4 -8.7355 -7.9375 -3.9890  -0.25
F5 -9.4708 -6.8785 -5.7295  -0.18
F6 -9.1752 -9.0114 -5.7986  -0.26
H6 -7.1058 -8.4006 -9.5234  0.26
H7 -5.8955 -9.7112 -9.2808  0.34
H8 -5.5304 -8.1213 -10.0243  0.30
H9 -5.3114 -7.2175 -7.7709  0.08
H10 -5.1292 -8.7809 -7.2920  0.41
C9 -6.2337 -3.5628 -5.3487  -1.53
C10 -6.8354 -4.0510 -6.6770  0.39
O5 -5.8420 -4.6521 -7.4715  -0.17
C11 -5.9704 -4.6683 -8.7963  0.42
O6 -6.9395 -4.3226 -9.4168  -0.55
C12 -4.6735 -4.8417 -9.5290  0.89
F7 -4.3804 -3.7200 -10.1786  -0.24
F8 -3.6891 -5.2483 -8.7145  -0.22
F9 -4.8108 -5.7624 -10.5003  -0.24
H11 -5.4779 -2.7864 -5.4653  0.35
H12 -5.8052 -4.4464 -4.8727  0.32
H13 -6.9244 -3.1310 -4.6250  0.40
H14 -7.2731 -3.1819 -7.1760  0.22
H15 -7.6580 -4.7648 -6.6019  -0.05

***

[7]
A single C12H15FN2O2 molecule at a distorted geometry, computed with wB97M-V/def2-TZVPD.

The SMILES is Cc1cc(N2CCCCC2)c(F)cc1[N+](=O)[O-]. The calculation puts the energy relative to the best compared isomer or geometry (same formula, charge and spin) at 91.9 kcal/mol. For the frontier orbital gap, the calculation gives 8.0 eV. The value obtained for the LUMO energy is -0.1646 eV.

Each line ends with the Mulliken charge.
Element x y z (Å)
C1 1.7971 0.5055 3.4444  -1.38
C2 0.7142 0.0397 2.5291  0.69
C3 0.6669 0.5361 1.2413  -0.87
C4 -0.3092 0.1966 0.2849  0.44
N1 -0.2988 0.7596 -0.9520  0.01
C5 -1.4429 0.7954 -1.8380  -1.02
C6 -1.3057 -0.2289 -2.9648  -0.51
C7 -0.0186 0.0443 -3.7378  -0.75
C8 1.1655 0.0705 -2.7756  -0.68
C9 0.9247 1.0857 -1.6516  -0.72
C10 -1.2839 -0.7214 0.7363  0.75
F1 -2.2521 -1.1787 -0.0975  -0.36
C11 -1.2744 -1.2333 2.0040  -0.65
C12 -0.2844 -0.8706 2.9196  -0.12
N2 -0.3532 -1.4641 4.2108  0.97
O1 0.5415 -1.2538 5.0106  -0.63
O2 -1.3187 -2.1677 4.4564  -0.65
H1 2.4157 1.2534 2.9546  0.36
H2 2.4219 -0.3315 3.7508  0.32
H3 1.3769 0.9277 4.3551  0.34
H4 1.4154 1.2625 0.9673  0.37
H5 -1.4771 1.8020 -2.2742  0.38
H6 -2.3639 0.6473 -1.2797  0.52
H7 -1.2800 -1.2326 -2.5381  0.32
H8 -2.1711 -0.1634 -3.6244  0.34
H9 -0.0966 1.0099 -4.2436  0.31
H10 0.1354 -0.7215 -4.4994  0.36
H11 1.2983 -0.9191 -2.3327  0.30
H12 2.0825 0.3318 -3.3056  0.40
H13 0.8304 2.0917 -2.0764  0.32
H14 1.7734 1.0738 -0.9713  0.30
H15 -2.0294 -1.9466 2.2974  0.54

***

[8]
A molecular structure, C12H15MgNO5 at a distorted geometry, computed with wB97M-V/def2-TZVPD.

The calculation puts the energy relative to the best compared isomer or geometry (same formula, charge and spin) at 47.3 kcal/mol. The net charge is +2. For the frontier orbital gap, the calculation gives 7.8 eV. The value obtained for the LUMO energy is -8.8141 eV.

Each line ends with the Mulliken charge.
Element x y z (Å)
Mg1 -0.7710 1.2289 -1.9488  0.43
C1 -0.7726 2.1453 -0.3194  0.23
O1 -0.7733 2.7118 0.6871  -0.12
C2 -0.7747 2.9368 -2.7869  0.27
O2 -0.7770 3.9863 -3.2639  -0.15
C3 -2.6757 1.2137 -1.9682  0.51
O3 -3.8288 1.2157 -1.9599  -0.15
C4 1.1337 1.2217 -1.9684  0.44
O4 2.2867 1.2285 -1.9601  -0.18
C5 -0.7676 -0.4595 -3.5416  -0.31
H1 0.1536 -1.0163 -3.4104  0.32
H2 -1.6866 -1.0201 -3.4107  0.37
C6 -0.7700 0.7454 -4.2190  -0.58
H3 -1.6909 1.1457 -4.6283  0.44
H4 0.1492 1.1497 -4.6280  0.41
O5 -0.2397 -0.2521 -0.6509  -0.76
C7 0.3646 -0.6639 0.3437  0.44
C8 1.2501 0.2484 1.1672  -0.39
C9 0.6630 0.5175 2.5590  -0.66
C10 0.8274 -0.6388 3.5460  -0.76
C11 0.1281 -1.9484 3.1741  -0.53
C12 0.6707 -2.5960 1.8936  -0.71
N1 0.1479 -1.9569 0.7034  -0.14
H5 2.2823 -0.1549 1.2404  0.47
H6 1.3447 1.2255 0.6646  0.14
H7 1.2200 1.3741 2.9978  0.36
H8 -0.4047 0.8180 2.4776  0.27
H9 1.9118 -0.8399 3.6857  0.32
H10 0.4202 -0.3034 4.5256  0.34
H11 0.3321 -2.6479 4.0141  0.36
H12 -0.9748 -1.8178 3.1063  0.28
H13 1.7810 -2.6224 1.8889  0.29
H14 0.3079 -3.6480 1.8877  0.39
H15 -0.4662 -2.5277 0.1012  0.36

***

Total energy values, unit eV, following the record order: -37880.03330; -56688.18248; -26684.67627; -50318.82673; -15403.26690; -49429.85660; -22477.47434; -29840.92635.